{
  "formula": "C24H60CuN4O12S",
  "method": "ωB97M-V/def2-TZVPD",
  "total_charge": -1,
  "total_energy_ha": -4110.7345,
  "max_force_ev_per_a": 7.14,
  "symbols": ["Cu", "S", "O", "O", "O", "O", "C", "O", "C", "C", "N", "C", "C", "O", "C", "H", "H", "H", "H", "H", "H", "H", "H", "H", "H", "H", "H", "H", "H", "H", "C", "O", "C", "C", "N", "C", "C", "O", "C", "H", "H", "H", "H", "H", "H", "H", "H", "H", "H", "H", "H", "H", "H", "H", "C", "O", "C", "C", "N", "C", "C", "O", "C", "H", "H", "H", "H", "H", "H", "H", "H", "H", "H", "H", "H", "H", "H", "H", "C", "O", "C", "C", "N", "C", "C", "O", "C", "H", "H", "H", "H", "H", "H", "H", "H", "H", "H", "H", "H", "H", "H", "H"],
  "positions_angstrom": [[11.69776, -11.21471, -0.61767], [10.81137, -14.44140, -1.58914], [10.02259, -15.29621, -0.74021], [11.68513, -15.50267, -2.11558], [9.95630, -13.87146, -2.57904], [11.57101, -13.46641, -0.81467], [8.67745, -10.11247, 0.76656], [9.43367, -10.35769, -0.41040], [8.69218, -10.95316, -1.45719], [9.41984, -10.54301, -2.82756], [10.71915, -11.28771, -3.00532], [11.13651, -11.02448, -4.34199], [11.72360, -9.63203, -4.63073], [12.93299, -9.55773, -3.79431], [14.15907, -9.64570, -4.55764], [9.33502, -9.68139, 1.52146], [8.34454, -11.03920, 1.23393], [7.85504, -9.43520, 0.53620], [7.65864, -10.61546, -1.38069], [8.62403, -12.03720, -1.36604], [9.70830, -9.51463, -2.61004], [8.80393, -10.75943, -3.70044], [10.50821, -12.26703, -2.87674], [10.48094, -11.26845, -5.17794], [11.88488, -11.77506, -4.59630], [10.95376, -8.91976, -4.33387], [11.88960, -9.45769, -5.69381], [14.13508, -10.52966, -5.19493], [14.98348, -9.58936, -3.84682], [14.22601, -8.68294, -5.06432], [5.57808, -8.29883, 1.36502], [6.36494, -8.96130, 2.37433], [6.37112, -8.34746, 3.60464], [6.95714, -9.34304, 4.53457], [8.38989, -9.59333, 4.48952], [8.68162, -10.69957, 5.39024], [8.62863, -12.15777, 4.78172], [9.69623, -12.32021, 3.79043], [9.62404, -13.61180, 3.21914], [5.71720, -8.80068, 0.40747], [5.83229, -7.23986, 1.31957], [4.50786, -8.29920, 1.57173], [5.36745, -8.11402, 3.95997], [6.90523, -7.39758, 3.62839], [6.41325, -10.24783, 4.26319], [6.76400, -9.15544, 5.59079], [8.52124, -9.98159, 3.56642], [8.18065, -10.55423, 6.34732], [9.71845, -10.50862, 5.66704], [7.66614, -12.45414, 4.36472], [8.85681, -12.77675, 5.64942], [10.38901, -14.05775, 2.58349], [8.68661, -13.74482, 2.67911], [9.58839, -14.35998, 4.01101], [16.82596, -16.38045, -5.88560], [16.15039, -15.98594, -4.75104], [16.57382, -14.74363, -4.22795], [15.44654, -14.26064, -3.34714], [15.57794, -12.80677, -3.03307], [16.68904, -12.40175, -2.15617], [16.72199, -13.18867, -0.85662], [17.37775, -14.44782, -1.11869], [17.21813, -15.31714, 0.07250], [17.65768, -16.97130, -5.50189], [17.19302, -15.52686, -6.45547], [16.17416, -17.00347, -6.49805], [16.75407, -13.94715, -4.94992], [17.46814, -14.91516, -3.62890], [15.39311, -14.82218, -2.41444], [14.57546, -14.49665, -3.95838], [14.65939, -12.53758, -2.71074], [16.49594, -11.35011, -1.94434], [17.63909, -12.31836, -2.68395], [15.73901, -13.31456, -0.40276], [17.17998, -12.55157, -0.10001], [16.30981, -15.91061, 0.17671], [17.41550, -14.77051, 0.99464], [18.08438, -15.97544, 0.13840], [16.77251, -12.46236, 3.02760], [15.63185, -12.02792, 2.38231], [14.32571, -12.50857, 2.72203], [13.34445, -12.35020, 1.61465], [13.34912, -11.02705, 0.96286], [12.57254, -10.04341, 1.76516], [12.53446, -8.78992, 0.91619], [11.77340, -8.95325, -0.31974], [11.38292, -7.69348, -0.96125], [17.53412, -11.80539, 2.60753], [17.05720, -13.51437, 3.04564], [16.62248, -12.13634, 4.05682], [13.92179, -12.01038, 3.60338], [14.29166, -13.55285, 3.03255], [12.31803, -12.71130, 1.67912], [13.72189, -13.00566, 0.82979], [14.28711, -10.65261, 0.95450], [13.18049, -9.86274, 2.65164], [11.54890, -10.37045, 1.94769], [13.51627, -8.39415, 0.65636], [12.02708, -7.99690, 1.46553], [12.26875, -7.06947, -1.07966], [10.70139, -7.06972, -0.38285], [10.94667, -7.81063, -1.95325]],
  "forces_ev_per_a": [[-0.074, -1.114, -0.939], [0.926, -7.033, 0.807], [-3.129, 0.371, 3.490], [2.512, 1.336, -2.155], [-1.527, 2.936, -2.768], [1.438, 3.606, 1.276], [0.589, -0.358, -0.271], [0.187, -0.007, 0.495], [0.478, -0.182, -1.528], [0.475, -1.382, 2.632], [-1.666, 2.401, 0.567], [1.889, -0.708, -1.721], [0.489, -1.422, 1.742], [-0.446, 0.583, -0.959], [-1.412, 1.139, 0.924], [0.148, 0.418, -0.247], [-0.457, -0.222, -0.216], [-0.025, -0.118, 0.171], [-0.198, 0.498, -0.443], [0.441, -0.242, 0.077], [-0.517, 0.328, -0.784], [-0.409, 0.528, 0.053], [-0.115, -1.217, -0.069], [-1.393, 0.176, 0.165], [0.707, 0.079, 0.283], [0.453, 0.554, 0.387], [0.432, -0.206, -0.053], [0.439, 0.109, -0.045], [-0.063, -0.749, 0.045], [0.192, -0.184, -0.925], [0.286, -0.003, 0.689], [-0.809, 0.073, -2.219], [0.040, 0.873, 0.965], [-0.103, -0.811, 1.160], [-0.927, -0.044, -0.742], [1.638, -0.426, -0.742], [1.238, 1.163, 0.453], [-0.483, 0.642, 0.554], [-1.232, -1.525, 0.504], [0.276, 0.082, 0.167], [0.394, 0.088, -0.278], [-0.181, -0.389, 0.403], [-0.445, -0.069, -0.034], [0.366, 0.232, -0.310], [-0.258, -0.462, 0.266], [-0.497, 0.456, -0.056], [0.648, 0.164, -0.435], [-0.590, -0.463, -0.181], [0.362, -0.589, 0.036], [-0.092, 0.139, -0.146], [-0.067, -0.548, -0.072], [0.606, 1.439, -0.311], [-0.106, 0.145, -0.267], [-0.150, -0.101, 0.517], [0.595, -0.539, 0.234], [-1.111, 0.929, 0.050], [-0.030, -0.237, 1.243], [0.492, 0.595, 0.319], [0.117, -0.848, -1.392], [-1.988, 0.124, -0.024], [0.626, 0.160, -0.521], [-0.808, -0.442, 2.707], [1.629, 0.620, -0.479], [0.589, -0.281, -0.709], [0.050, 0.016, -0.243], [0.031, 0.004, -0.041], [0.070, -0.226, -0.605], [0.408, 0.168, -0.061], [-0.151, -0.362, -0.205], [-0.452, 0.584, 0.452], [0.182, 0.441, 0.484], [-0.199, 0.141, 0.399], [0.156, -0.819, -0.024], [-0.471, -0.368, -0.587], [1.033, -0.306, 0.329], [-0.253, 0.380, -0.561], [-0.617, 0.681, 0.030], [-0.082, -0.425, -0.802], [-0.073, 1.290, 1.427], [-2.062, -0.303, -2.000], [-0.324, -0.300, 1.909], [1.336, -0.315, -2.935], [-1.830, -0.099, 0.768], [1.215, 0.202, -1.641], [-1.263, 1.468, -0.658], [-0.059, 0.761, 0.180], [1.041, -0.359, 0.687], [0.436, -0.513, 0.041], [-0.336, -0.190, -0.572], [0.569, -0.257, 0.626], [0.434, 0.600, 0.461], [0.511, -0.349, -0.245], [0.061, 0.116, 0.858], [-0.087, -0.266, -0.244], [0.324, -0.262, -0.370], [-0.668, 0.429, 0.589], [0.190, -0.294, 0.279], [0.363, -0.240, 0.025], [-0.023, 0.179, 0.326], [0.308, -0.060, -0.150], [-0.315, -0.442, 0.512], [0.155, -0.769, 0.223]]
}